(1)
{"formula": "C22H23F4N4O2Re", "method": "the ωB97M-V functional and the def2-TZVPD basis", "symbols": ["Re", "C", "N", "C", "C", "C", "N", "C", "C", "F", "C", "F", "C", "C", "F", "C", "F", "H", "H", "H", "H", "H", "H", "H", "H", "H", "H", "H", "O", "C", "C", "C", "C", "N", "C", "C", "C", "C", "C", "C", "O", "C", "C", "N", "H", "H", "H", "H", "H", "H", "H", "H", "H", "H", "H", "H"], "xyz": [[-0.207, 0.059, 0.008], [0.312, 3.031, -0.344], [-0.625, 2.069, 0.320], [-2.020, 2.343, -0.166], [-0.550, 2.253, 1.821], [-1.274, 1.118, 2.519], [-0.926, -0.114, 1.778], [-1.227, -1.397, 2.294], [-0.866, -2.473, 1.490], [-0.297, -2.096, 0.241], [-1.044, -3.796, 1.805], [-0.672, -4.738, 0.966], [-1.633, -4.086, 3.030], [-2.012, -3.048, 3.858], [-2.576, -3.300, 5.016], [-1.823, -1.706, 3.510], [-2.212, -0.752, 4.342], [0.007, 4.047, -0.090], [0.256, 2.897, -1.422], [1.323, 2.856, 0.014], [-2.308, 3.350, 0.139], [-2.719, 1.627, 0.268], [-2.037, 2.282, -1.252], [-0.960, 3.231, 2.078], [0.510, 2.249, 2.080], [-2.359, 1.240, 2.528], [-0.947, 1.055, 3.557], [-1.799, -5.114, 3.326], [2.000, -0.151, -6.554], [0.619, -0.193, -6.330], [0.381, -0.127, -4.854], [-0.912, -0.136, -4.328], [-1.088, -0.075, -2.967], [-0.047, 0.001, -2.110], [1.218, -0.005, -2.611], [1.457, -0.063, -3.965], [2.275, 0.035, -1.582], [3.625, 0.034, -1.837], [4.541, 0.047, -0.778], [6.015, 0.045, -1.041], [6.677, 0.087, 0.184], [4.048, 0.051, 0.529], [2.693, 0.049, 0.734], [1.810, 0.052, -0.295], [2.187, -0.207, -7.498], [0.162, -1.119, -6.704], [0.092, 0.649, -6.797], [-1.780, -0.194, -4.972], [-2.078, -0.094, -2.527], [2.458, -0.070, -4.370], [3.984, 0.019, -2.857], [6.244, 0.911, -1.679], [6.247, -0.860, -1.621], [7.632, 0.055, 0.058], [4.731, 0.051, 1.367], [2.267, 0.038, 1.729]], "charge": 3, "s_squared": 3.772, "total_energy_ha": -1698.34577, "e_homo_ev": [-17.73, -17.81], "relative_energy_kcal_mol": 0.0, "max_force_ev_per_a": 0.413, "spin_multiplicity": 4}



(2)
{"formula": "C5H5N", "method": "the ωB97M-V functional and the def2-TZVPD basis", "symbols": ["C", "C", "C", "C", "C", "N", "H", "H", "H", "H", "H"], "xyz": [[0.252, -0.147, -0.692], [0.562, 1.030, -0.377], [0.545, -2.675, -0.448], [0.939, -3.694, 0.298], [0.990, 2.403, -0.029], [-0.102, -1.811, -1.052], [1.676, -4.411, -0.054], [0.422, -4.048, 1.142], [1.276, 2.286, 1.067], [0.074, 3.127, 0.178], [1.681, 2.989, -0.624]], "total_energy_ha": -248.07005, "e_homo_ev": -9.46, "relative_energy_kcal_mol": 128.6, "max_force_ev_per_a": 4.686}



(3)
{"formula": "C25H32N2O2", "method": "the ωB97M-V functional and the def2-TZVPD basis", "symbols": ["O", "H", "C", "H", "C", "C", "C", "C", "C", "C", "C", "C", "C", "H", "H", "C", "N", "C", "C", "N", "C", "H", "C", "C", "C", "C", "C", "C", "C", "H", "H", "H", "H", "H", "H", "H", "H", "C", "C", "H", "H", "C", "H", "H", "C", "O", "H", "H", "H", "H", "H", "H", "H", "H", "H", "H", "H", "H", "H", "H", "H"], "xyz": [[6.636, 3.607, -0.477], [5.972, 3.017, -0.643], [7.860, 2.906, -0.270], [8.576, 3.482, -0.087], [7.492, 1.768, 0.851], [6.347, 0.906, 0.813], [5.404, 0.125, 0.657], [4.413, -0.623, 0.087], [3.721, -1.278, 1.151], [2.778, -2.219, 0.956], [2.279, -2.211, -0.327], [2.902, -1.659, -1.477], [4.065, -1.064, -1.220], [4.579, -0.294, -1.879], [2.707, -1.956, -2.528], [1.083, -3.327, -0.513], [-0.092, -2.762, -0.598], [-0.287, -1.668, -1.626], [-1.582, -0.969, -1.809], [-2.161, -0.473, -0.360], [-1.599, 0.777, -0.277], [-0.594, 0.926, -0.260], [-2.266, 2.018, -0.913], [-3.777, 2.043, -0.434], [-4.649, 1.340, -1.468], [-5.898, 1.243, -0.875], [-6.392, 1.916, 0.115], [-5.445, 3.092, 0.702], [-4.227, 2.838, 0.486], [-3.398, 3.484, 0.934], [-5.793, 3.732, 1.450], [-7.475, 2.115, 0.273], [-6.664, 0.610, -1.328], [-4.343, 0.357, -2.017], [-2.189, 1.660, -2.036], [-1.716, 3.046, -0.694], [-1.645, 0.991, 0.706], [-1.963, -1.533, 0.809], [-0.521, -1.986, 0.646], [-0.537, -2.682, 1.485], [0.227, -1.265, 1.087], [-2.645, -1.110, 2.164], [-2.625, -2.146, 2.542], [-1.896, -0.622, 2.465], [-4.030, -0.529, 1.797], [-4.612, -1.326, 0.960], [-4.367, -1.171, 0.125], [-4.262, -0.826, 2.891], [-3.848, 0.566, 1.505], [-2.678, -2.342, 0.231], [-1.738, -0.266, -2.571], [-2.336, -1.857, -2.049], [0.163, -2.037, -2.760], [0.525, -0.859, -1.476], [1.197, -4.152, 0.233], [1.313, -3.670, -1.410], [2.216, -2.746, 1.707], [4.000, -1.121, 2.321], [8.416, 1.508, 1.274], [7.341, 2.574, 2.139], [8.035, 2.097, -1.179]], "total_energy_ha": -1231.14114, "e_homo_ev": -8.24, "relative_energy_kcal_mol": 476.2, "max_force_ev_per_a": 13.962}



(4)
{"formula": "C38H108F3O19", "method": "the ωB97M-V functional and the def2-TZVPD basis", "symbols": ["C", "O", "O", "C", "F", "F", "F", "C", "C", "H", "H", "H", "H", "H", "H", "C", "C", "O", "H", "H", "H", "H", "H", "H", "C", "C", "O", "H", "H", "H", "H", "H", "H", "C", "C", "O", "H", "H", "H", "H", "H", "H", "C", "C", "O", "H", "H", "H", "H", "H", "H", "C", "C", "O", "H", "H", "H", "H", "H", "H", "C", "C", "O", "H", "H", "H", "H", "H", "H", "C", "C", "O", "H", "H", "H", "H", "H", "H", "C", "C", "O", "H", "H", "H", "H", "H", "H", "C", "C", "O", "H", "H", "H", "H", "H", "H", "C", "C", "O", "H", "H", "H", "H", "H", "H", "C", "C", "O", "H", "H", "H", "H", "H", "H", "C", "C", "O", "H", "H", "H", "H", "H", "H", "C", "C", "O", "H", "H", "H", "H", "H", "H", "C", "C", "O", "H", "H", "H", "H", "H", "H", "C", "C", "O", "H", "H", "H", "H", "H", "H", "C", "C", "O", "H", "H", "H", "H", "H", "H", "C", "C", "O", "H", "H", "H", "H", "H", "H"], "xyz": [[1.089, 0.374, 0.845], [0.224, -0.752, 0.523], [2.152, -0.177, 1.610], [1.454, 1.153, -0.465], [1.996, 2.359, -0.242], [2.295, 0.532, -1.307], [0.362, 1.361, -1.154], [-1.206, -0.611, 0.529], [-1.732, -2.008, 0.293], [-1.357, -2.696, 1.052], [-2.821, -2.002, 0.309], [-1.430, -2.376, -0.687], [-1.579, 0.076, -0.231], [-1.503, -0.382, 1.552], [0.501, 1.084, 1.427], [6.243, -2.127, -0.803], [4.879, -1.481, -0.607], [4.476, -1.740, 0.754], [7.017, -1.718, -0.153], [6.644, -2.119, -1.817], [6.064, -3.176, -0.565], [4.126, -1.879, -1.287], [4.872, -0.418, -0.848], [3.635, -1.350, 1.006], [-1.386, 0.368, 5.697], [-1.068, -0.586, 4.523], [-0.447, -1.739, 5.103], [-2.050, -0.002, 6.479], [-1.871, 1.310, 5.436], [-0.462, 0.713, 6.159], [-0.380, -0.186, 3.778], [-2.038, -0.851, 4.101], [0.153, -2.019, 4.409], [3.156, 6.994, 1.139], [3.667, 5.622, 1.535], [2.600, 4.757, 1.397], [2.390, 7.324, 1.841], [2.585, 6.967, 0.211], [3.985, 7.688, 0.997], [4.034, 5.648, 2.561], [4.553, 5.284, 0.998], [2.910, 3.853, 1.484], [1.960, -3.704, -2.630], [1.009, -2.759, -1.951], [1.211, -2.994, -0.567], [1.636, -4.732, -2.470], [3.003, -3.516, -2.376], [1.835, -3.581, -3.705], [-0.038, -2.918, -2.210], [1.389, -1.762, -2.173], [0.792, -2.277, -0.085], [3.467, 4.875, -2.334], [4.703, 4.794, -3.185], [4.708, 5.929, -4.049], [2.588, 4.530, -2.879], [3.265, 5.861, -1.916], [3.662, 4.189, -1.509], [4.595, 3.908, -3.810], [5.629, 4.743, -2.613], [3.877, 5.956, -4.528], [2.041, 2.111, 4.267], [3.435, 2.610, 3.947], [3.626, 2.268, 2.597], [1.768, 2.161, 5.321], [1.851, 1.050, 4.106], [1.302, 2.696, 3.719], [4.116, 2.037, 4.576], [3.595, 3.676, 4.112], [3.187, 1.446, 2.364], [-1.444, 5.609, -1.084], [-0.115, 5.067, -0.603], [0.166, 5.826, 0.536], [-2.274, 5.407, -0.408], [-1.746, 5.243, -2.065], [-1.355, 6.689, -1.198], [0.625, 5.205, -1.391], [-0.177, 3.997, -0.405], [0.971, 5.504, 0.948], [-1.399, -5.807, -0.184], [-0.554, -6.910, -0.864], [0.773, -6.859, -0.554], [-1.242, -4.840, -0.663], [-1.018, -5.707, 0.832], [-2.473, -5.957, -0.071], [-0.658, -6.800, -1.943], [-0.841, -7.911, -0.542], [0.865, -7.124, 0.364], [-2.422, -2.769, -4.395], [-3.661, -2.322, -3.549], [-3.997, -0.957, -3.814], [-1.627, -2.024, -4.378], [-2.674, -2.824, -5.455], [-1.952, -3.717, -4.133], [-3.522, -2.471, -2.478], [-4.538, -2.915, -3.811], [-3.723, -0.801, -4.721], [3.456, 0.486, -4.063], [4.845, 0.805, -3.516], [5.541, 1.564, -4.492], [2.979, -0.244, -3.409], [3.471, 0.055, -5.064], [2.881, 1.409, -4.144], [5.448, -0.092, -3.374], [4.771, 1.351, -2.576], [6.440, 1.633, -4.160], [-5.815, -4.205, -0.974], [-5.054, -4.442, 0.318], [-5.654, -3.648, 1.369], [-6.273, -3.216, -0.995], [-6.677, -4.870, -1.031], [-5.215, -4.397, -1.864], [-4.050, -4.063, 0.127], [-5.056, -5.492, 0.612], [-5.552, -2.709, 1.201], [-2.952, 2.253, -1.898], [-4.026, 2.537, -2.908], [-3.561, 3.578, -3.769], [-1.992, 1.960, -2.324], [-3.318, 1.508, -1.191], [-2.666, 3.138, -1.330], [-4.977, 2.788, -2.438], [-4.216, 1.644, -3.503], [-4.228, 3.730, -4.443], [-1.924, 2.697, 1.989], [-2.865, 3.874, 1.996], [-3.382, 3.966, 3.322], [-0.950, 2.957, 2.403], [-1.535, 2.553, 0.981], [-2.399, 1.786, 2.352], [-3.638, 3.660, 1.258], [-2.322, 4.795, 1.784], [-2.650, 4.015, 3.941], [-2.295, -4.177, 3.475], [-0.852, -4.778, 3.468], [-0.937, -6.178, 3.501], [-2.159, -3.103, 3.352], [-2.774, -4.346, 4.439], [-2.804, -4.632, 2.625], [-0.283, -4.376, 4.306], [-0.345, -4.442, 2.564], [-1.432, -6.381, 4.299], [2.376, -3.122, 5.362], [2.503, -2.183, 4.136], [1.535, -2.478, 3.156], [2.959, -2.779, 6.217], [2.684, -4.144, 5.143], [1.354, -3.165, 5.739], [3.497, -2.246, 3.692], [2.398, -1.145, 4.450], [1.693, -1.729, 2.578], [-0.095, 0.889, -4.619], [0.563, -0.257, -5.342], [-0.344, -0.896, -6.270], [-1.036, 0.510, -4.221], [-0.400, 1.706, -5.273], [0.519, 1.243, -3.790], [0.912, -1.014, -4.639], [1.357, 0.102, -5.997], [-0.100, -1.824, -6.316], [-5.543, 1.175, 1.717], [-4.577, 0.057, 1.389], [-5.240, -0.993, 0.754], [-6.437, 0.823, 2.231], [-5.924, 1.614, 0.794], [-5.105, 1.918, 2.382], [-4.125, -0.263, 2.328], [-3.805, 0.392, 0.696], [-5.559, -0.642, -0.081]], "charge": -1, "total_energy_ha": -3241.66288, "e_homo_ev": -6.38, "relative_energy_kcal_mol": 0.0, "max_force_ev_per_a": 3.668}



Please write out number 1 again, unchanged.
{"formula": "C22H23F4N4O2Re", "method": "the ωB97M-V functional and the def2-TZVPD basis", "symbols": ["Re", "C", "N", "C", "C", "C", "N", "C", "C", "F", "C", "F", "C", "C", "F", "C", "F", "H", "H", "H", "H", "H", "H", "H", "H", "H", "H", "H", "O", "C", "C", "C", "C", "N", "C", "C", "C", "C", "C", "C", "O", "C", "C", "N", "H", "H", "H", "H", "H", "H", "H", "H", "H", "H", "H", "H"], "xyz": [[-0.207, 0.059, 0.008], [0.312, 3.031, -0.344], [-0.625, 2.069, 0.320], [-2.020, 2.343, -0.166], [-0.550, 2.253, 1.821], [-1.274, 1.118, 2.519], [-0.926, -0.114, 1.778], [-1.227, -1.397, 2.294], [-0.866, -2.473, 1.490], [-0.297, -2.096, 0.241], [-1.044, -3.796, 1.805], [-0.672, -4.738, 0.966], [-1.633, -4.086, 3.030], [-2.012, -3.048, 3.858], [-2.576, -3.300, 5.016], [-1.823, -1.706, 3.510], [-2.212, -0.752, 4.342], [0.007, 4.047, -0.090], [0.256, 2.897, -1.422], [1.323, 2.856, 0.014], [-2.308, 3.350, 0.139], [-2.719, 1.627, 0.268], [-2.037, 2.282, -1.252], [-0.960, 3.231, 2.078], [0.510, 2.249, 2.080], [-2.359, 1.240, 2.528], [-0.947, 1.055, 3.557], [-1.799, -5.114, 3.326], [2.000, -0.151, -6.554], [0.619, -0.193, -6.330], [0.381, -0.127, -4.854], [-0.912, -0.136, -4.328], [-1.088, -0.075, -2.967], [-0.047, 0.001, -2.110], [1.218, -0.005, -2.611], [1.457, -0.063, -3.965], [2.275, 0.035, -1.582], [3.625, 0.034, -1.837], [4.541, 0.047, -0.778], [6.015, 0.045, -1.041], [6.677, 0.087, 0.184], [4.048, 0.051, 0.529], [2.693, 0.049, 0.734], [1.810, 0.052, -0.295], [2.187, -0.207, -7.498], [0.162, -1.119, -6.704], [0.092, 0.649, -6.797], [-1.780, -0.194, -4.972], [-2.078, -0.094, -2.527], [2.458, -0.070, -4.370], [3.984, 0.019, -2.857], [6.244, 0.911, -1.679], [6.247, -0.860, -1.621], [7.632, 0.055, 0.058], [4.731, 0.051, 1.367], [2.267, 0.038, 1.729]], "charge": 3, "s_squared": 3.772, "total_energy_ha": -1698.34577, "e_homo_ev": [-17.73, -17.81], "relative_energy_kcal_mol": 0.0, "max_force_ev_per_a": 0.413, "spin_multiplicity": 4}



Repeat the third record exactly.
{"formula": "C25H32N2O2", "method": "the ωB97M-V functional and the def2-TZVPD basis", "symbols": ["O", "H", "C", "H", "C", "C", "C", "C", "C", "C", "C", "C", "C", "H", "H", "C", "N", "C", "C", "N", "C", "H", "C", "C", "C", "C", "C", "C", "C", "H", "H", "H", "H", "H", "H", "H", "H", "C", "C", "H", "H", "C", "H", "H", "C", "O", "H", "H", "H", "H", "H", "H", "H", "H", "H", "H", "H", "H", "H", "H", "H"], "xyz": [[6.636, 3.607, -0.477], [5.972, 3.017, -0.643], [7.860, 2.906, -0.270], [8.576, 3.482, -0.087], [7.492, 1.768, 0.851], [6.347, 0.906, 0.813], [5.404, 0.125, 0.657], [4.413, -0.623, 0.087], [3.721, -1.278, 1.151], [2.778, -2.219, 0.956], [2.279, -2.211, -0.327], [2.902, -1.659, -1.477], [4.065, -1.064, -1.220], [4.579, -0.294, -1.879], [2.707, -1.956, -2.528], [1.083, -3.327, -0.513], [-0.092, -2.762, -0.598], [-0.287, -1.668, -1.626], [-1.582, -0.969, -1.809], [-2.161, -0.473, -0.360], [-1.599, 0.777, -0.277], [-0.594, 0.926, -0.260], [-2.266, 2.018, -0.913], [-3.777, 2.043, -0.434], [-4.649, 1.340, -1.468], [-5.898, 1.243, -0.875], [-6.392, 1.916, 0.115], [-5.445, 3.092, 0.702], [-4.227, 2.838, 0.486], [-3.398, 3.484, 0.934], [-5.793, 3.732, 1.450], [-7.475, 2.115, 0.273], [-6.664, 0.610, -1.328], [-4.343, 0.357, -2.017], [-2.189, 1.660, -2.036], [-1.716, 3.046, -0.694], [-1.645, 0.991, 0.706], [-1.963, -1.533, 0.809], [-0.521, -1.986, 0.646], [-0.537, -2.682, 1.485], [0.227, -1.265, 1.087], [-2.645, -1.110, 2.164], [-2.625, -2.146, 2.542], [-1.896, -0.622, 2.465], [-4.030, -0.529, 1.797], [-4.612, -1.326, 0.960], [-4.367, -1.171, 0.125], [-4.262, -0.826, 2.891], [-3.848, 0.566, 1.505], [-2.678, -2.342, 0.231], [-1.738, -0.266, -2.571], [-2.336, -1.857, -2.049], [0.163, -2.037, -2.760], [0.525, -0.859, -1.476], [1.197, -4.152, 0.233], [1.313, -3.670, -1.410], [2.216, -2.746, 1.707], [4.000, -1.121, 2.321], [8.416, 1.508, 1.274], [7.341, 2.574, 2.139], [8.035, 2.097, -1.179]], "total_energy_ha": -1231.14114, "e_homo_ev": -8.24, "relative_energy_kcal_mol": 476.2, "max_force_ev_per_a": 13.962}